No. 1
{"formula": "C49H59BCaN9O5S6Si", "method": "wB97M-V/def2-TZVPD", "homo_ha": [-0.070, -0.085], "spin_multiplicity": 2, "total_charge": -2, "lumo_ev": [3.4, 3.4], "elements": ["Ca", "C", "C", "C", "C", "N", "N", "B", "N", "C", "C", "C", "C", "N", "N", "C", "C", "C", "C", "N", "N", "C", "C", "C", "C", "N", "H", "H", "H", "H", "H", "H", "H", "H", "H", "H", "H", "H", "H", "H", "H", "H", "H", "H", "H", "H", "C", "Si", "C", "N", "C", "C", "C", "C", "C", "C", "C", "C", "C", "C", "C", "C", "C", "C", "C", "C", "C", "H", "H", "H", "H", "H", "H", "H", "H", "H", "H", "H", "H", "H", "H", "H", "H", "H", "H", "H", "H", "H", "H", "H", "H", "O", "C", "S", "C", "C", "S", "S", "S", "O", "S", "C", "C", "C", "C", "H", "H", "H", "H", "H", "H", "H", "H", "C", "C", "C", "C", "C", "C", "C", "S", "O", "O", "O", "H", "H", "H", "H", "H", "H", "H"], "xyz": [[0.926, -0.341, 0.040], [1.080, -0.504, 3.576], [0.115, -1.481, 3.003], [-0.490, -2.590, 3.620], [-1.345, -3.104, 2.670], [-1.252, -2.337, 1.572], [-0.364, -1.357, 1.778], [-2.146, -2.264, 0.327], [-1.398, -2.662, -0.941], [-1.263, -3.956, -1.296], [-0.739, -4.000, -2.562], [-0.564, -2.651, -2.913], [-0.007, -2.149, -4.202], [-0.975, -1.864, -1.929], [-2.716, -0.838, 0.310], [-3.960, -0.502, 0.707], [-4.015, 0.866, 0.822], [-2.723, 1.295, 0.470], [-2.204, 2.682, 0.427], [-1.968, 0.254, 0.169], [-3.372, -3.204, 0.348], [-4.220, -3.225, -0.701], [-5.194, -4.162, -0.443], [-4.852, -4.678, 0.816], [-5.546, -5.750, 1.585], [-3.757, -4.084, 1.272], [1.072, -0.566, 4.665], [0.815, 0.499, 3.246], [2.092, -0.691, 3.215], [-0.319, -2.974, 4.607], [-2.015, -3.940, 2.699], [-1.533, -4.745, -0.622], [-0.475, -4.865, -3.140], [0.442, -2.978, -4.748], [0.752, -1.392, -4.013], [-0.791, -1.707, -4.817], [-4.720, -1.237, 0.883], [-4.857, 1.458, 1.128], [-3.002, 3.390, 0.209], [-1.438, 2.720, -0.334], [-1.748, 2.944, 1.379], [-4.077, -2.579, -1.545], [-6.027, -4.432, -1.064], [-6.463, -6.043, 1.077], [-5.792, -5.410, 2.590], [-4.900, -6.623, 1.677], [1.305, 2.220, 0.092], [1.307, 3.380, -1.349], [-0.333, 3.600, -2.367], [-1.051, 2.373, -2.628], [-0.288, 1.376, -3.357], [-0.488, 1.504, -4.869], [-1.927, 1.117, -5.219], [-2.841, 1.400, -4.022], [-2.343, 2.620, -3.253], [2.740, 3.055, -2.576], [2.690, 3.403, -3.922], [3.778, 3.227, -4.760], [4.952, 2.682, -4.271], [5.017, 2.311, -2.939], [3.927, 2.501, -2.108], [1.712, 5.242, -0.966], [0.755, 6.252, -0.907], [1.087, 7.563, -0.614], [2.402, 7.902, -0.350], [3.373, 6.915, -0.389], [3.027, 5.612, -0.693], [0.622, 2.518, 0.885], [2.300, 2.144, 0.530], [-0.139, 4.162, -3.305], [-1.016, 4.240, -1.800], [-0.612, 0.391, -3.014], [0.761, 1.482, -3.101], [0.225, 0.872, -5.394], [-0.298, 2.536, -5.178], [-1.978, 0.057, -5.469], [-2.274, 1.674, -6.094], [-2.845, 0.551, -3.340], [-3.867, 1.572, -4.362], [-3.064, 2.882, -2.466], [-2.296, 3.480, -3.954], [1.782, 3.821, -4.336], [3.713, 3.510, -5.805], [5.810, 2.556, -4.922], [5.920, 1.861, -2.552], [4.000, 2.202, -1.072], [-0.280, 6.018, -1.105], [0.318, 8.327, -0.592], [2.668, 8.928, -0.122], [4.405, 7.172, -0.183], [3.798, 4.858, -0.736], [6.967, -3.583, -2.684], [5.867, -3.178, -2.398], [5.294, -1.556, -2.725], [3.625, -1.736, -2.150], [3.320, -2.956, -1.588], [1.855, -3.378, -0.906], [4.626, -4.166, -1.656], [2.575, -0.452, -2.416], [-0.674, 2.406, 3.344], [-1.258, 1.600, 4.411], [-1.316, 2.773, 5.857], [-2.324, 3.802, 5.401], [-3.567, 3.019, 4.976], [-3.099, 1.779, 4.216], [-0.320, 3.180, 5.999], [-1.629, 2.232, 6.747], [-1.907, 4.320, 4.536], [-2.559, 4.540, 6.170], [-4.214, 3.639, 4.354], [-4.134, 2.729, 5.865], [-3.265, 1.845, 3.143], [-3.553, 0.861, 4.585], [1.647, -7.003, 3.850], [2.236, -5.716, 3.341], [2.773, -5.637, 2.064], [3.272, -4.439, 1.586], [3.208, -3.295, 2.353], [2.742, -3.374, 3.652], [2.257, -4.577, 4.139], [3.770, -1.749, 1.587], [4.287, -0.939, 2.682], [4.767, -2.134, 0.608], [2.580, -1.138, 0.981], [1.859, -7.822, 3.163], [0.565, -6.902, 3.939], [2.042, -7.258, 4.835], [2.789, -6.511, 1.428], [3.737, -4.384, 0.618], [2.773, -2.502, 4.285], [1.874, -4.638, 5.150]], "lowdin_spin": [0.007, 0.000, 0.000, 0.000, 0.000, 0.000, 0.001, 0.000, 0.000, 0.004, 0.013, 0.011, 0.008, -0.001, 0.000, 0.000, 0.000, 0.000, 0.000, 0.000, 0.000, 0.000, 0.000, 0.000, 0.000, 0.000, 0.000, 0.000, 0.000, 0.000, 0.000, 0.000, 0.000, 0.000, 0.009, 0.000, 0.000, 0.000, 0.000, 0.000, 0.000, 0.000, 0.000, 0.000, 0.000, 0.000, 0.008, 0.001, 0.000, 0.000, 0.001, 0.000, 0.000, 0.000, 0.000, 0.001, 0.000, 0.001, 0.000, 0.001, 0.003, 0.000, 0.000, 0.000, 0.000, 0.000, 0.000, 0.001, 0.000, 0.000, 0.000, 0.000, 0.000, 0.000, 0.000, 0.000, 0.000, 0.000, 0.000, 0.000, 0.000, 0.000, 0.000, 0.000, 0.000, 0.001, 0.000, 0.000, 0.000, 0.000, 0.000, 0.031, 0.012, 0.015, 0.174, 0.114, 0.310, 0.000, 0.234, 0.000, 0.000, 0.000, 0.000, 0.000, 0.000, 0.000, 0.000, 0.000, 0.000, 0.000, 0.000, 0.000, 0.000, 0.000, 0.000, 0.003, 0.007, 0.006, 0.000, 0.003, 0.002, 0.001, 0.006, 0.010, 0.000, 0.000, 0.000, 0.000, 0.001, 0.000, 0.000]}

***

No. 2
{"formula": "C49H60F5MnN8O4P2S2", "method": "wB97M-V/def2-TZVPD", "de_lowest_ev": 0.629, "homo_ha": [-0.458, -0.458], "spin_multiplicity": 5, "total_charge": 2, "lumo_ev": [-6.4, -5.2], "elements": ["Mn", "C", "P", "C", "C", "C", "C", "C", "C", "C", "C", "C", "C", "C", "C", "P", "C", "C", "C", "C", "C", "C", "C", "C", "C", "C", "C", "C", "H", "H", "H", "H", "H", "H", "H", "H", "H", "H", "H", "H", "H", "H", "H", "H", "H", "H", "H", "H", "H", "H", "C", "C", "S", "O", "O", "C", "C", "N", "C", "N", "C", "C", "N", "O", "O", "C", "H", "H", "H", "H", "H", "H", "H", "H", "H", "H", "H", "H", "H", "C", "C", "N", "C", "S", "N", "C", "C", "H", "H", "H", "H", "H", "H", "H", "H", "H", "H", "H", "H", "F", "C", "C", "C", "F", "C", "F", "C", "F", "C", "F", "C", "N", "C", "C", "N", "N", "C", "C", "H", "H", "H", "H", "H", "H", "H", "H", "H", "H", "H", "H", "H"], "xyz": [[0.023, 0.585, 0.021], [-0.047, 0.299, 3.821], [0.831, -0.182, 2.277], [0.878, -1.997, 2.404], [2.043, -2.730, 2.182], [2.047, -4.109, 2.328], [0.882, -4.771, 2.686], [-0.290, -4.052, 2.890], [-0.292, -2.674, 2.748], [2.511, 0.445, 2.539], [2.862, 1.671, 1.979], [4.117, 2.219, 2.201], [5.027, 1.548, 3.006], [4.668, 0.350, 3.612], [3.414, -0.200, 3.386], [-0.940, 1.917, 4.011], [-1.298, 1.803, 5.813], [-1.439, 2.990, 6.535], [-1.754, 2.966, 7.887], [-1.937, 1.754, 8.541], [-1.818, 0.571, 7.833], [-1.502, 0.596, 6.475], [0.484, 3.074, 4.082], [0.403, 4.290, 3.407], [1.410, 5.248, 3.542], [2.514, 4.987, 4.341], [2.605, 3.776, 5.020], [1.595, 2.837, 4.897], [0.705, 0.191, 4.602], [-0.792, -0.472, 3.974], [2.957, -2.234, 1.883], [2.965, -4.663, 2.163], [0.888, -5.848, 2.810], [-1.205, -4.563, 3.164], [-1.217, -2.139, 2.915], [2.151, 2.226, 1.382], [4.375, 3.175, 1.758], [6.013, 1.965, 3.175], [5.365, -0.161, 4.266], [3.140, -1.115, 3.895], [-1.299, 3.946, 6.041], [-1.854, 3.899, 8.434], [-2.175, 1.734, 9.599], [-1.971, -0.379, 8.332], [-1.433, -0.348, 5.948], [-0.482, 4.505, 2.814], [1.321, 6.212, 3.051], [3.293, 5.733, 4.454], [3.457, 3.575, 5.662], [1.660, 1.913, 5.465], [-6.576, 1.988, -5.258], [-5.393, 2.670, -5.946], [-3.911, 2.645, -4.958], [-3.335, 3.973, -4.962], [-4.190, 1.995, -3.689], [-2.795, 1.578, -5.838], [-1.347, 1.831, -5.403], [-0.967, 1.056, -4.210], [-0.817, 1.585, -2.983], [-0.455, 0.643, -2.114], [-0.328, -0.529, -2.814], [-0.656, -0.289, -4.091], [-0.738, -1.260, -5.153], [-1.106, -0.875, -6.251], [-0.447, -2.404, -4.872], [-1.045, 3.019, -2.669], [-7.447, 2.065, -5.908], [-6.813, 2.464, -4.307], [-6.380, 0.932, -5.072], [-5.561, 3.731, -6.131], [-5.137, 2.191, -6.894], [-2.901, 1.776, -6.906], [-3.120, 0.560, -5.628], [-1.201, 2.877, -5.148], [-0.675, 1.587, -6.209], [-0.053, -1.471, -2.363], [-0.294, 3.656, -3.146], [-0.973, 3.134, -1.602], [-2.028, 3.350, -2.999], [-5.775, -1.554, -1.982], [-4.670, -0.951, -2.839], [-3.418, -0.755, -2.066], [-2.635, -1.701, -1.522], [-1.732, -1.403, -0.076], [-2.521, -2.920, -2.048], [-2.910, -3.444, -3.374], [-2.071, -4.671, -3.674], [-6.686, -1.680, -2.575], [-6.013, -0.907, -1.132], [-5.487, -2.534, -1.591], [-4.949, 0.039, -3.206], [-4.485, -1.561, -3.707], [-3.370, 0.108, -1.553], [-1.963, -3.539, -1.481], [-2.724, -2.679, -4.125], [-3.971, -3.693, -3.386], [-1.009, -4.418, -3.721], [-2.364, -5.090, -4.637], [-2.222, -5.444, -2.915], [1.421, -2.743, -0.700], [2.191, -1.654, -0.765], [1.679, -0.393, -0.599], [2.541, 0.652, -0.823], [1.992, 1.904, -0.746], [3.872, 0.532, -1.110], [4.659, 1.583, -1.286], [4.372, -0.755, -1.210], [5.646, -0.947, -1.484], [3.529, -1.845, -1.056], [4.012, -3.069, -1.197], [-3.593, 1.484, 1.108], [-3.091, 2.690, 0.427], [-4.044, 3.387, -0.445], [-1.826, 3.123, 0.552], [-0.785, 2.290, 0.680], [-1.612, 4.454, 0.509], [-0.277, 5.021, 0.293], [-2.606, 5.414, 1.005], [-4.506, 1.173, 0.600], [-3.823, 1.695, 2.150], [-2.894, 0.667, 1.059], [-4.443, 2.681, -1.175], [-3.548, 4.184, -0.992], [-4.881, 3.807, 0.115], [0.011, 2.821, 1.013], [0.230, 5.210, 1.239], [-0.381, 5.967, -0.240], [0.342, 4.362, -0.305], [-3.454, 4.894, 1.438], [-2.952, 6.077, 0.212], [-2.144, 6.020, 1.786]], "lowdin_spin": [4.030, -0.021, -0.083, -0.006, -0.005, 0.000, -0.006, 0.001, -0.005, -0.005, 0.002, 0.000, 0.000, 0.000, -0.002, -0.001, 0.000, 0.000, 0.000, 0.000, 0.000, 0.000, 0.000, 0.000, 0.000, 0.000, 0.000, 0.000, -0.004, 0.000, 0.000, 0.000, 0.000, 0.000, 0.000, 0.002, 0.000, 0.000, 0.000, 0.000, 0.000, 0.000, 0.000, 0.000, 0.000, 0.000, 0.000, 0.000, 0.000, 0.000, 0.000, 0.000, 0.000, 0.000, 0.000, 0.000, 0.000, 0.001, 0.005, -0.001, 0.002, 0.001, 0.000, 0.000, 0.000, 0.001, 0.000, 0.000, 0.000, 0.000, 0.000, 0.000, 0.000, 0.000, 0.000, 0.000, 0.000, 0.000, 0.000, 0.000, 0.000, 0.005, 0.016, 0.055, 0.009, 0.001, 0.000, 0.000, 0.000, 0.000, 0.000, 0.000, 0.000, 0.001, 0.000, 0.000, 0.000, 0.000, 0.000, 0.002, 0.000, -0.103, 0.005, 0.026, -0.005, -0.003, 0.016, 0.006, -0.005, -0.004, 0.001, 0.008, 0.001, 0.014, 0.030, 0.008, 0.001, 0.001, 0.000, 0.000, 0.001, 0.000, 0.000, 0.000, 0.006, 0.000, 0.000, 0.000, 0.000, 0.000, 0.000]}

***

No. 3
{"formula": "C49H60NO2P2S2Sb2Ta", "method": "wB97M-V/def2-TZVPD", "de_lowest_ev": 2.419, "homo_ha": [-0.354, -0.376], "spin_multiplicity": 2, "total_charge": 1, "lumo_ev": [-3.1, -2.9], "elements": ["Ta", "N", "C", "C", "C", "C", "C", "C", "C", "C", "C", "C", "C", "C", "H", "H", "H", "H", "H", "H", "H", "H", "H", "H", "C", "C", "O", "P", "S", "S", "O", "C", "C", "H", "H", "H", "H", "H", "H", "H", "H", "H", "H", "C", "Sb", "C", "C", "C", "C", "C", "C", "C", "C", "C", "Sb", "C", "C", "H", "H", "H", "H", "H", "H", "H", "H", "H", "H", "H", "H", "H", "H", "H", "H", "H", "H", "H", "H", "C", "C", "C", "C", "C", "C", "C", "P", "C", "C", "C", "C", "C", "C", "C", "C", "C", "C", "C", "C", "C", "C", "H", "H", "H", "H", "H", "H", "H", "H", "H", "H", "H", "H", "H", "H", "H", "H", "H", "H", "H", "H"], "xyz": [[0.463, 0.553, -0.480], [0.911, 2.710, 0.368], [2.350, 2.737, 0.506], [2.946, 2.845, 1.750], [4.326, 2.743, 1.858], [5.099, 2.547, 0.721], [4.490, 2.479, -0.524], [3.108, 2.572, -0.647], [2.398, 2.584, -1.949], [2.897, 3.352, -2.999], [2.208, 3.443, -4.199], [0.998, 2.780, -4.349], [0.510, 2.000, -3.310], [1.197, 1.863, -2.098], [0.578, 3.377, -0.327], [0.458, 2.937, 1.249], [2.332, 3.003, 2.629], [4.794, 2.819, 2.831], [6.175, 2.459, 0.804], [5.089, 2.341, -1.417], [3.819, 3.906, -2.862], [2.603, 4.048, -5.006], [0.441, 2.864, -5.275], [-0.428, 1.469, -3.455], [-1.571, -4.457, 0.741], [-1.094, -3.521, -0.349], [0.210, -2.952, -0.087], [0.334, -1.940, 1.197], [-0.135, 1.044, 2.782], [2.084, -0.875, 0.649], [0.783, -2.895, 2.394], [2.093, -3.433, 2.680], [2.236, -4.819, 2.096], [-2.506, -4.926, 0.429], [-1.755, -3.928, 1.679], [-0.836, -5.240, 0.928], [-1.808, -2.705, -0.511], [-0.980, -4.057, -1.290], [2.169, -3.436, 3.765], [2.851, -2.754, 2.287], [1.469, -5.487, 2.491], [3.213, -5.230, 2.358], [2.152, -4.795, 1.008], [1.791, -3.254, -2.613], [1.427, -1.167, -2.689], [3.459, -0.531, -2.804], [1.080, -0.955, -4.823], [0.400, -2.100, -5.524], [1.168, -3.208, -5.889], [0.623, -4.288, -6.560], [-0.724, -4.266, -6.896], [-1.494, -3.168, -6.556], [-0.960, -2.075, -5.869], [-1.864, -0.941, -5.494], [-2.469, -1.025, -3.404], [-4.545, -0.651, -3.769], [-2.665, -3.159, -3.327], [2.671, -3.451, -3.220], [0.944, -3.807, -3.015], [1.965, -3.534, -1.580], [3.992, -1.251, -3.424], [3.916, -0.490, -1.817], [3.498, 0.452, -3.270], [2.106, -0.863, -5.187], [0.592, 0.004, -4.982], [2.228, -3.210, -5.655], [1.246, -5.129, -6.834], [-1.169, -5.094, -7.434], [-2.541, -3.144, -6.838], [-2.791, -0.984, -6.068], [-1.405, 0.032, -5.676], [-4.922, -1.398, -4.468], [-4.676, 0.345, -4.194], [-5.106, -0.710, -2.837], [-3.134, -3.509, -4.247], [-3.289, -3.432, -2.475], [-1.692, -3.640, -3.228], [-1.777, -1.537, 4.099], [-0.438, -1.110, 4.632], [0.118, -1.836, 5.686], [1.373, -1.554, 6.201], [2.121, -0.520, 5.657], [1.585, 0.232, 4.628], [0.313, -0.045, 4.120], [-2.229, 1.553, 2.889], [-2.373, 2.500, 4.444], [-3.588, 2.216, 5.079], [-3.930, 2.789, 6.294], [-3.032, 3.646, 6.906], [-1.819, 3.928, 6.295], [-1.462, 3.375, 5.068], [-0.113, 3.748, 4.504], [-2.133, 2.791, 1.539], [-2.355, 4.150, 1.774], [-2.400, 5.066, 0.735], [-2.237, 4.620, -0.570], [-2.039, 3.273, -0.820], [-1.985, 2.330, 0.213], [-1.707, 0.904, -0.145], [-1.974, -2.570, 4.386], [-1.822, -1.462, 3.013], [-2.586, -0.921, 4.497], [-0.455, -2.659, 6.098], [1.765, -2.144, 7.019], [3.108, -0.289, 6.039], [2.153, 1.053, 4.207], [-4.280, 1.530, 4.603], [-4.881, 2.562, 6.756], [-3.271, 4.098, 7.861], [-1.123, 4.603, 6.782], [0.187, 4.726, 4.882], [-0.115, 3.790, 3.419], [0.648, 3.024, 4.806], [-2.513, 4.494, 2.788], [-2.575, 6.114, 0.941], [-2.280, 5.321, -1.395], [-1.933, 2.928, -1.845], [-2.205, 0.661, -1.088], [-2.070, 0.197, 0.608]], "lowdin_spin": [0.866, 0.013, 0.008, 0.002, 0.002, 0.002, 0.001, 0.004, 0.000, 0.000, 0.000, 0.000, 0.000, -0.005, 0.001, 0.001, 0.000, 0.000, 0.000, 0.000, 0.000, 0.000, 0.000, 0.001, 0.000, 0.002, 0.008, 0.010, 0.001, 0.016, 0.002, 0.000, 0.000, 0.000, 0.000, 0.000, 0.001, 0.000, 0.000, 0.000, 0.000, 0.000, 0.000, -0.003, 0.005, 0.002, -0.002, 0.000, 0.000, 0.000, 0.000, 0.000, 0.000, 0.000, 0.009, 0.004, 0.000, 0.000, 0.000, 0.000, 0.000, 0.000, 0.000, 0.000, 0.000, 0.000, 0.000, 0.000, 0.000, 0.000, 0.000, 0.000, 0.000, 0.000, 0.000, 0.000, 0.000, 0.000, 0.000, 0.000, 0.000, 0.000, 0.000, 0.000, 0.000, 0.000, 0.000, 0.000, 0.000, 0.000, 0.000, 0.000, 0.000, 0.001, -0.001, 0.000, 0.000, 0.009, 0.030, 0.000, 0.000, 0.000, 0.000, 0.000, 0.000, 0.000, 0.000, 0.000, 0.000, 0.000, 0.000, 0.000, 0.000, 0.000, 0.000, 0.000, 0.000, 0.013, 0.001]}